The following is a quantum chemistry calculation of a cluster of 3 separate species, C3H10O4S in total, from OMol25.

```
18
Properties=species:S:1:pos:R:3:mulliken_charge:R:1
O 1.351 -0.236 -1.511 -0.6735
C 1.349 -0.827 -0.303 0.3470
O 1.157 -2.348 -0.529 -0.5385
C 0.179 -0.273 0.451 -0.6689
C -0.963 0.310 -0.464 -0.7404
S -2.082 1.502 0.315 -0.0323
H 2.221 -0.733 0.328 0.2575
H -0.160 -1.080 1.166 0.4766
H 0.415 0.588 1.021 0.4563
H -1.456 -0.540 -0.973 0.3625
H -0.450 0.939 -1.169 0.4485
H 1.658 -2.533 -1.366 0.3039
H -3.370 -0.884 2.831 0.3041
H -2.487 0.130 1.794 0.2278
O -2.557 -0.821 2.338 -0.5402
H 2.145 2.983 -1.470 0.2802
H 1.512 1.459 -1.468 0.3842
O 1.538 2.364 -0.991 -0.6549
```

Properties
Gap between HOMO and LUMO: 4.3592 eV
Relative energy (zero: lowest compared OMol25 entry of this formula, charge and spin): 156.29 kcal per mole
Largest force on an atom: 5.35 eV/Å

=====

The following is a quantum chemistry calculation of the molecule C5H6O, from OMol25.

```
12
Properties=species:S:1:pos:R:3:mulliken_charge:R:1
C -0.705 1.190 -2.124 0.3597
C -0.024 0.934 -1.165 -0.6685
C 0.819 0.694 -0.001 -0.0970
O 1.578 -0.471 0.074 -0.5268
C 0.282 -0.061 1.124 -0.0276
C -0.644 -1.147 0.794 -1.0349
H -1.303 1.415 -2.978 0.4133
H 1.420 1.552 0.271 0.3397
H 0.667 0.083 2.126 0.3665
H 0.294 -1.466 0.199 0.3359
H -1.431 -0.918 0.072 0.2611
H -0.953 -1.806 1.609 0.2786
```

Properties
Gap between HOMO and LUMO: 10.5087 eV
Relative energy (zero: lowest compared OMol25 entry of this formula, charge and spin): 105.63 kcal per mole
Largest force on an atom: 3.03 eV/Å

=====

Q: Which value of gap between HOMO and LUMO does entry 1 give?
A: 4.3592 eV

=====

Q: Which formula does entry 2 have?
A: C5H6O

=====

Q: Number 2 is which compound?
A: C5H6O